Computed, not measured: a cluster of 5 separate species, C31H38ClFN8O9 in total at a distorted geometry, with wB97M-V/def2-TZVPD.

- molar mass (g/mol) = 721.14
- E_tot (eV) = -78339.342
- HOMO level (eV) = -9.01
- SMILES string = NC(N)(N)CN[C@H](Cl)COCCCF.O=[N+]([O-])c1ccccc1.O=[N+]([O-])c1ccccc1.O=[N+]([O-])c1ccccc1.O=[N+]([O-])c1ccccc1
- largest force on an atom (eV Å⁻¹) = 2.0
- 2S+1 = 1

Geometry (Å):
N 0.93110 2.43659 2.00027
C 0.50912 3.67037 1.36459
N 1.62060 4.04851 0.51272
N 0.30451 4.72763 2.36909
C -0.81024 3.41145 0.54222
N -1.13360 2.01536 0.31552
C -2.30748 1.44666 0.81575
Cl -1.84814 0.38037 2.30406
C -3.04727 0.56115 -0.19839
O -4.45703 0.54231 -0.12233
C -5.08003 0.57725 1.15361
C -5.56712 1.98510 1.56326
C -5.52001 3.02539 0.45791
F -6.44458 2.69537 -0.53310
H 1.66102 2.67773 2.66502
H 0.16963 2.00080 2.50923
H 1.36958 4.66077 -0.25145
H 1.99470 3.18043 0.14945
H -0.02559 5.58355 1.93055
H -0.42649 4.42881 3.00861
H -0.69110 3.89668 -0.43473
H -1.64222 3.89214 1.07102
H -0.86603 1.68552 -0.59847
H -2.95695 2.19881 1.26515
H -2.64139 -0.45922 -0.14294
H -2.82044 0.95464 -1.19699
H -5.94208 -0.09399 1.08211
H -4.41554 0.16521 1.91689
H -4.99965 2.36035 2.42469
H -6.61272 1.92062 1.88585
H -5.79402 4.01171 0.84609
H -4.54132 3.09709 -0.02732
C 0.66312 -2.99669 1.40710
C 1.39244 -4.17731 1.35982
C 2.61012 -4.26690 2.01478
C 3.06997 -3.15645 2.69999
C 2.36187 -1.97015 2.76153
C 1.14178 -1.89807 2.10979
N 4.37083 -3.24196 3.38158
O 4.97093 -4.29696 3.32145
O 4.77636 -2.25747 3.96367
H -0.29048 -2.93126 0.89906
H 1.01417 -5.03144 0.81471
H 3.19702 -5.17301 1.99081
H 2.75908 -1.12722 3.30686
H 0.55896 -0.99020 2.13396
C 9.20005 -3.71860 1.73283
C 9.85392 -4.09041 0.56440
C 9.12596 -4.50992 -0.53839
C 7.74683 -4.54714 -0.43856
C 7.07531 -4.18117 0.71241
C 7.81383 -3.75958 1.80574
N 6.96171 -4.99226 -1.60350
O 7.56423 -5.32234 -2.60051
O 5.74920 -4.99104 -1.49926
H 9.77340 -3.39476 2.59147
H 10.93354 -4.05700 0.51036
H 9.61221 -4.80737 -1.45513
H 5.99717 -4.23524 0.75548
H 7.30218 -3.48517 2.71833
C 4.57163 -1.66258 1.11849
C 3.57680 -2.29593 0.38433
C 2.76813 -1.55734 -0.46605
C 2.98150 -0.19331 -0.56022
C 3.96607 0.45881 0.16142
C 4.76599 -0.29120 1.00836
N 2.10291 0.60343 -1.43444
O 1.20457 0.03184 -2.01592
O 2.29639 1.80454 -1.49171
H 5.20240 -2.24164 1.78169
H 3.43315 -3.36451 0.47321
H 1.98418 -2.02590 -1.04218
H 4.09586 1.52621 0.06773
H 5.53983 0.19745 1.58470
C -8.29763 0.78887 -4.06728
C -7.93835 1.92699 -3.35668
C -8.33167 3.17724 -3.80744
C -9.08165 3.25639 -4.96627
C -9.45047 2.13768 -5.69070
C -9.04961 0.89352 -5.23055
N -9.50805 4.58408 -5.44726
O -9.15535 5.55445 -4.80983
O -10.18430 4.62831 -6.45386
H -7.98948 -0.18548 -3.71107
H -7.35266 1.84593 -2.45209
H -8.06292 4.07489 -3.27122
H -10.03585 2.24386 -6.59148
H -9.32633 0.00542 -5.78242

Atom charges from the Löwdin analysis, given in e for atoms 1 to 5: 0.0797 -0.6723 0.0807 0.0639 -0.1185